[1]
Computed, not measured: the ion C4H10NS with charge -2, with the ωB97M-V functional and the def2-TZVPD basis.

Properties
HOMO energy (spin up / spin down), eV: 3.890 / -0.090
Relative energy (zero: lowest compared OMol25 entry of this formula, charge and spin), eV: 0.092
⟨S²⟩: 0.7507
Multiplicity: 2
Charge: -2

Atoms and positions in Å:
C (0.793, -0.045, 0.682)
N (0.058, -0.764, -0.355)
C (-0.791, 0.071, -1.223)
C (-1.807, 0.959, -0.527)
S (-3.144, 1.547, -1.656)
C (2.047, -0.789, 1.090)
H (1.060, 0.958, 0.335)
H (0.167, 0.166, 1.549)
H (-0.551, -1.447, 0.084)
H (-1.288, -0.605, -1.916)
H (-0.097, 0.691, -1.803)
H (-1.335, 1.819, -0.061)
H (-2.291, 0.394, 0.282)
H (1.856, -1.850, 1.281)
H (2.770, -0.728, 0.269)
H (2.554, -0.376, 1.969)

***

[2]
Computed, not measured: a structure of composition C2H3N2P in a non-equilibrium geometry, with the ωB97M-V functional and the def2-TZVPD basis.

Properties
HOMO energy, eV: -9.898
Relative energy (zero: lowest compared OMol25 entry of this formula, charge and spin), eV: 0.456
Multiplicity: 1
Charge: 0

Atoms and positions in Å:
C (0.609, 1.113, 0.136)
C (0.253, -1.086, 0.246)
N (-0.652, 1.155, -0.156)
N (1.141, -0.152, 0.401)
P (-1.378, -0.300, 0.132)
H (1.140, 1.967, 0.078)
H (0.523, -2.034, 0.471)
H (-1.635, -0.662, -1.308)

***

[3]
Computed, not measured: a cluster of 9 separate species, C46H110B2FNO16P in total in a non-equilibrium geometry, with the ωB97M-V functional and the def2-TZVPD basis.

Properties
HOMO energy, eV: -10.849
Multiplicity: 1
Charge: +1

Atoms and positions in Å:
C (1.638, 4.331, -5.441)
C (0.229, 3.675, -4.940)
B (0.005, 3.673, -3.353)
O (-1.170, 4.425, -2.901)
C (0.957, 3.106, -2.145)
C (1.745, 4.519, -1.905)
C (1.974, 1.910, -2.589)
P (1.223, 0.696, -3.814)
O (1.903, 0.952, -5.400)
O (1.408, -0.940, -3.575)
C (2.928, 1.374, -1.407)
C (4.101, 2.425, -0.966)
C (4.843, 3.276, -2.075)
C (3.842, 0.123, -1.905)
C (4.517, 0.302, -3.354)
C (2.078, 0.978, -0.024)
C (1.315, -0.410, -0.223)
C (0.268, -0.968, 0.800)
C (-0.867, -1.819, 0.003)
O (-2.133, -1.803, 0.755)
C (-1.950, -2.341, 2.054)
C (-1.522, -3.831, 2.404)
O (-2.192, -1.569, 3.022)
C (3.138, 0.730, 1.162)
C (3.432, 1.892, 2.195)
F (2.806, -0.402, 2.035)
C (1.085, 2.199, 0.215)
C (0.269, 2.184, 1.624)
B (0.259, 3.644, 2.362)
O (0.158, 3.601, 3.798)
O (0.311, 4.891, 1.621)
N (0.219, 2.634, -0.924)
C (-0.991, 1.780, -1.180)
O (-2.239, 2.514, -0.967)
C (-3.182, 1.969, -1.945)
H (1.485, 5.467, -5.317)
H (2.533, 4.026, -4.813)
H (1.823, 4.155, -6.555)
H (0.030, 2.658, -5.447)
H (-0.557, 4.362, -5.439)
H (-1.030, 5.374, -3.097)
H (2.330, 4.848, -2.820)
H (0.929, 5.321, -1.753)
H (2.399, 4.552, -0.994)
H (2.672, 2.502, -3.303)
H (2.514, 1.732, -5.362)
H (0.667, -1.508, -3.861)
H (3.767, 3.175, -0.179)
H (4.980, 1.884, -0.446)
H (5.623, 2.703, -2.701)
H (4.214, 3.861, -2.812)
H (5.481, 4.072, -1.511)
H (3.307, -0.871, -1.959)
H (4.735, -0.075, -1.204)
H (4.317, 1.290, -3.872)
H (4.193, -0.562, -4.045)
H (5.661, 0.202, -3.281)
H (0.756, -0.312, -1.220)
H (2.136, -1.218, -0.263)
H (0.763, -1.755, 1.484)
H (-0.319, -0.286, 1.474)
H (-0.554, -2.895, -0.196)
H (-1.132, -1.349, -1.009)
H (-1.828, -4.604, 1.631)
H (-2.032, -4.078, 3.405)
H (-0.402, -3.810, 2.629)
H (4.164, 0.375, 0.781)
H (3.288, 2.961, 1.872)
H (2.751, 1.729, 3.111)
H (4.498, 1.762, 2.591)
H (1.757, 3.114, 0.422)
H (0.739, 1.462, 2.381)
H (-0.819, 1.876, 1.515)
H (-0.554, 4.248, 4.016)
H (1.135, 5.335, 1.943)
H (-0.213, 3.524, -0.561)
H (-1.097, 0.953, -0.381)
H (-0.993, 1.213, -2.163)
H (-2.807, 2.279, -2.977)
H (-3.198, 0.826, -1.905)
H (-4.215, 2.442, -1.772)
C (-3.007, -4.868, 6.591)
C (-1.680, -5.604, 6.499)
C (-0.787, -5.287, 7.688)
O (-1.015, -5.231, 5.292)
H (-2.853, -3.783, 6.594)
H (-3.634, -5.096, 5.725)
H (-3.550, -5.146, 7.498)
H (-1.860, -6.681, 6.451)
H (-0.557, -4.217, 7.728)
H (0.167, -5.813, 7.602)
H (-1.264, -5.576, 8.627)
H (-0.852, -4.279, 5.325)
C (-0.452, 0.507, 5.518)
C (-0.303, -0.842, 6.203)
C (0.774, -1.685, 5.536)
O (-1.546, -1.539, 6.156)
H (-0.748, 0.382, 4.470)
H (-1.237, 1.096, 5.999)
H (0.482, 1.073, 5.552)
H (-0.053, -0.694, 7.257)
H (0.521, -1.884, 4.490)
H (0.863, -2.656, 6.031)
H (1.746, -1.184, 5.571)
H (-1.777, -1.675, 5.225)
C (2.980, -2.319, -9.178)
C (3.991, -2.131, -8.058)
C (3.447, -2.633, -6.730)
O (4.319, -0.747, -7.941)
H (2.063, -1.756, -8.975)
H (3.380, -1.943, -10.123)
H (2.721, -3.374, -9.303)
H (4.913, -2.665, -8.302)
H (2.547, -2.078, -6.445)
H (4.179, -2.480, -5.933)
H (3.200, -3.697, -6.780)
H (3.508, -0.267, -7.723)
C (-7.968, -4.834, 4.954)
C (-6.466, -4.682, 4.774)
C (-6.125, -4.156, 3.389)
O (-5.834, -5.946, 4.972)
H (-8.377, -5.549, 4.233)
H (-8.198, -5.223, 5.950)
H (-8.480, -3.877, 4.826)
H (-6.073, -4.000, 5.533)
H (-6.470, -4.848, 2.613)
H (-5.042, -4.063, 3.270)
H (-6.582, -3.179, 3.213)
H (-6.175, -6.557, 4.305)
C (-8.236, -8.962, 6.706)
C (-6.909, -9.698, 6.612)
C (-6.015, -9.382, 7.801)
O (-6.244, -9.327, 5.407)
H (-8.081, -7.878, 6.709)
H (-8.863, -9.190, 5.840)
H (-8.778, -9.239, 7.613)
H (-7.089, -10.776, 6.565)
H (-5.784, -8.312, 7.842)
H (-5.061, -9.908, 7.715)
H (-6.491, -9.672, 8.741)
H (-6.080, -8.376, 5.440)
C (-6.373, 1.473, 1.003)
C (-6.467, 2.780, 0.231)
C (-7.708, 3.566, 0.624)
O (-6.504, 2.503, -1.169)
H (-7.236, 0.833, 0.793)
H (-5.483, 0.913, 0.702)
H (-6.326, 1.652, 2.080)
H (-5.575, 3.383, 0.420)
H (-8.617, 2.998, 0.402)
H (-7.769, 4.497, 0.055)
H (-7.701, 3.808, 1.690)
H (-7.290, 1.970, -1.347)
C (7.671, 7.406, 0.343)
C (6.503, 6.642, 0.945)
C (6.650, 6.503, 2.452)
O (6.429, 5.344, 0.353)
H (8.615, 6.882, 0.524)
H (7.558, 7.488, -0.741)
H (7.744, 8.411, 0.764)
H (5.567, 7.158, 0.713)
H (7.558, 5.948, 2.705)
H (5.809, 5.942, 2.870)
H (6.692, 7.481, 2.936)
H (7.252, 4.878, 0.552)
C (5.156, 2.060, -11.496)
C (3.817, 2.563, -10.980)
C (4.002, 3.632, -9.914)
O (3.078, 1.472, -10.436)
H (5.740, 1.607, -10.688)
H (5.009, 1.285, -12.253)
H (5.741, 2.872, -11.936)
H (3.233, 2.969, -11.810)
H (4.546, 3.233, -9.052)
H (3.032, 3.976, -9.544)
H (4.551, 4.491, -10.306)
H (3.587, 1.105, -9.700)

***

[4]
Computed, not measured: the molecule C3H8N2OS in a non-equilibrium geometry, with the ωB97M-V functional and the def2-TZVPD basis.

Properties
HOMO energy, eV: -9.198
SMILES string: [H]/N=C\NOCCS
Relative energy (zero: lowest compared OMol25 entry of this formula, charge and spin), eV: 4.894
Multiplicity: 1
Charge: 0

Atoms and positions in Å:
C (-1.762, 0.602, 0.030)
C (-0.264, 1.065, -0.079)
C (2.302, -1.023, 0.116)
H (-3.443, -1.077, -0.059)
H (-2.291, 1.039, -0.965)
H (-2.174, 1.233, 0.927)
H (-0.470, 2.085, 0.264)
H (0.148, 0.842, -1.136)
H (0.368, -1.684, 0.459)
H (2.607, -2.029, -0.071)
H (2.564, 0.815, -0.199)
N (0.904, -0.918, 0.121)
N (2.984, -0.050, -0.218)
O (0.458, 0.218, 0.803)
S (-1.931, -1.119, 0.007)

***

[5]
Computed, not measured: the molecule C9H12N4 in a non-equilibrium geometry, with the ωB97M-V functional and the def2-TZVPD basis.

Properties
HOMO energy, eV: -9.156
SMILES string: CC(C)(n1ccnc1)n1ccnc1
Relative energy (zero: lowest compared OMol25 entry of this formula, charge and spin), eV: 6.035
Multiplicity: 1
Charge: 0

Atoms and positions in Å:
C (-0.702, -1.856, 0.598)
C (-0.494, -0.400, 0.388)
C (-1.366, 0.530, 1.197)
C (2.100, -0.012, -0.099)
C (3.086, 0.333, 0.800)
C (1.256, 0.459, 1.948)
C (-1.422, -0.546, -2.068)
C (-1.201, 0.481, -2.946)
C (-0.434, 1.271, -1.059)
H (-1.814, -2.095, 0.288)
H (-0.391, -2.217, 1.462)
H (-0.086, -2.216, -0.043)
H (-0.669, 1.625, 1.397)
H (-1.440, -0.290, 2.005)
H (-2.385, 0.873, 0.559)
H (2.260, -0.199, -1.268)
H (4.215, 0.284, 0.904)
H (0.705, 0.492, 2.927)
H (-1.550, -1.578, -2.087)
H (-1.253, 0.333, -4.150)
H (-0.246, 2.132, -0.269)
N (0.890, 0.130, 0.645)
N (2.530, 0.674, 2.064)
N (-0.801, 0.058, -0.899)
N (-0.788, 1.732, -2.293)

***

[6]
Computed, not measured: a structure of composition C17H21N3O2W in a non-equilibrium geometry, with the ωB97M-V functional and the def2-TZVPD basis.

Properties
HOMO energy (spin up / spin down), eV: -14.508 / -15.002
Relative energy (zero: lowest compared OMol25 entry of this formula, charge and spin), eV: 3.018
⟨S²⟩: 2.0468
Multiplicity: 3
Charge: +2

Atoms and positions in Å:
C (-1.045, 1.844, -2.271)
C (2.141, 1.967, -1.400)
H (-1.601, 1.347, -3.069)
H (-0.360, 2.574, -2.753)
H (-1.657, 2.414, -1.561)
H (2.367, 1.911, -2.475)
H (1.884, 3.038, -1.307)
H (3.115, 1.746, -0.936)
C (-2.946, 0.186, -0.981)
C (-4.109, -0.545, -0.706)
C (-3.996, -1.912, -0.439)
C (-2.722, -2.439, -0.409)
H (-3.040, 1.242, -1.258)
H (-5.095, -0.069, -0.704)
H (-4.843, -2.549, -0.262)
H (-2.550, -3.518, -0.291)
N (-1.669, -0.302, -0.950)
C (-1.595, -1.599, -0.502)
C (-0.283, -2.050, -0.022)
N (0.747, -1.135, -0.037)
C (1.880, -1.498, 0.615)
C (1.028, -3.684, 1.222)
C (2.043, -2.732, 1.251)
H (2.677, -0.775, 0.652)
H (2.975, -2.958, 1.730)
C (-0.121, -3.334, 0.548)
H (-0.938, -4.052, 0.461)
H (1.116, -4.665, 1.694)
W (0.405, 0.889, -1.209)
C (1.456, -0.424, -2.427)
H (1.227, -1.507, -2.428)
H (2.532, -0.302, -2.207)
H (1.219, -0.028, -3.429)
O (2.964, 2.394, 0.872)
C (1.826, 2.303, 1.332)
C (1.471, 2.792, 2.694)
C (0.345, 1.889, 3.117)
C (-0.176, 1.265, 1.848)
O (-1.145, 0.518, 1.749)
N (0.712, 1.641, 0.792)
H (2.340, 2.750, 3.356)
H (1.168, 3.845, 2.639)
H (0.714, 1.105, 3.807)
H (-0.459, 2.418, 3.652)

***

- What is the charge in the second record?
  0